Record 1
Entry from the OMol25 dataset: the molecule C12H15N3O3S (ωB97M-V/def2-TZVPD).

XYZ file:
```
34
Properties=species:S:1:pos:R:3:forces:R:3:mulliken_charge:R:1
O -3.01573 0.95787 -0.42662 0.1900 -0.1230 0.1997 -0.75
S -1.79774 0.60841 -1.10003 -0.0332 0.0492 0.1449 1.35
O -1.76678 0.59631 -2.52922 0.3507 -0.0779 0.0432 -0.69
N -0.59830 1.57629 -0.55034 -0.8189 -0.7136 -0.4500 0.13
C -0.66019 2.02104 0.81539 -0.2971 -0.1453 0.8099 -1.12
H -1.72239 2.05823 1.06693 0.1818 0.2265 0.1390 0.46
C 0.06073 1.07903 1.78551 0.1964 0.3155 -0.0002 -0.19
H -0.25244 0.05463 1.56918 -0.0277 -0.0024 0.0868 0.13
C 1.58248 1.17837 1.71592 -0.1545 -0.2889 -0.0901 -0.91
C 2.16293 0.91100 0.32769 0.1100 0.2213 0.1521 -0.19
C 1.86001 2.02142 -0.67915 -0.2126 -0.2570 0.0302 -0.77
H 2.63571 2.03520 -1.44668 -0.0376 0.1039 -0.0335 0.38
C 0.52857 1.86073 -1.41162 0.4222 0.2255 -0.6876 -0.56
H 0.58944 1.03254 -2.11973 0.2017 0.2288 -0.0388 0.47
H 0.32385 2.77753 -1.98127 0.0556 -0.1423 -0.0040 0.22
H 1.89197 2.98560 -0.16804 0.0693 0.0811 -0.0295 0.37
H 1.78836 -0.03667 -0.05885 0.0826 -0.1000 0.0086 -0.05
H 3.24669 0.81993 0.42947 -0.0130 -0.0717 -0.0452 0.37
H 2.00667 0.45841 2.42029 0.0356 0.0653 0.0469 0.39
H 1.89131 2.17470 2.04181 0.0546 0.0451 0.0646 0.34
H -0.26072 1.31683 2.80174 -0.0667 -0.0448 0.0342 0.38
H -0.25101 3.03177 0.88864 -0.0757 0.0164 -0.0688 0.44
C -1.40215 -1.06585 -0.55484 -0.8472 0.7830 0.0534 -0.52
C -2.24413 -1.72960 0.28488 0.1198 0.6886 -0.3497 -0.01
C -2.01713 -3.07104 0.68863 0.4409 -0.6528 -0.0433 -0.62
C -0.94463 -3.78658 0.24547 -0.4228 -0.1473 0.3459 -0.72
C -0.05056 -3.13189 -0.62491 0.4793 1.3032 -0.8026 0.80
N 1.06752 -3.52644 -1.20433 -0.4234 -0.8460 0.6196 -0.53
O 1.50726 -2.49130 -1.90718 0.2539 0.0044 -0.1456 -0.08
N 0.72638 -1.41792 -1.81706 -0.7448 0.7500 0.0401 -0.38
C -0.27460 -1.75843 -1.02785 1.1189 -1.3378 -0.2194 0.48
H -0.76514 -4.80984 0.53046 -0.0480 -0.1192 0.0934 0.43
H -2.73016 -3.52873 1.35701 -0.0357 -0.0641 0.0490 0.41
H -3.11610 -1.20156 0.63875 -0.1045 0.0259 0.0469 0.53
```
Positions in Å, forces in eV/Å.

Summary:
Max |F| = 0.0342 Eh/bohr
SMILES = O=S(=O)(c1cccc2nonc12)N1CCCCCC1
Spin multiplicity = 1
DFT total energy = -1254.343769 hartree
Frontier orbital gap = 8.3 eV
Relative energy (zero: lowest compared OMol25 entry of this formula, charge and spin) = 490.1 kJ/mol


Record 2
Entry from the OMol25 dataset: C12H15N5O2SSeTc as an isolated structure (ωB97M-V/def2-TZVPD).

XYZ file:
```
37
Properties=species:S:1:pos:R:3:forces:R:3:mulliken_spin:R:1
Tc -0.10680 -0.84118 0.30187 0.9378 -0.8237 -0.2751 1.11
C 4.25164 1.08295 -0.09923 -0.0474 0.0330 -0.0030 0.00
O 2.98770 1.84765 -0.07880 -0.1103 -0.0497 0.0064 0.00
C 1.88739 1.21788 0.05467 -0.2745 0.0019 0.0029 0.02
O 1.77429 -0.04156 0.16332 0.0156 0.1838 0.3372 0.01
N 0.76101 1.96106 0.07570 0.1438 -0.1829 -0.0670 0.00
N -0.44935 1.24568 0.23806 0.1315 0.3763 -0.5049 -0.01
H 5.01376 1.84515 -0.20497 -0.0063 -0.0325 0.0033 0.00
H 4.23511 0.41133 -0.95211 0.0188 0.0048 0.0172 0.00
H 4.34725 0.54693 0.84005 0.0164 0.0017 -0.0180 0.00
H 0.76219 2.97065 -0.00100 -0.0301 -0.0288 0.0223 0.00
H -1.09926 1.41442 -0.53427 -0.0640 0.1013 0.0755 0.00
H -0.92250 1.54213 1.09376 -0.0582 -0.0105 -0.0397 0.00
C -6.35388 -2.37994 0.12641 -0.0609 -0.0149 0.0196 0.00
C -5.27073 -1.36341 0.13623 0.1641 -0.0373 0.0626 0.00
C -5.39061 -0.11546 -0.47511 -0.0695 0.0084 -0.0198 0.01
C -4.30986 0.73727 -0.45157 0.2088 -0.0539 0.0743 -0.01
N -3.15417 0.41180 0.16322 -0.1918 -0.0096 -0.0973 0.02
C -3.17754 -0.78017 0.73826 0.2164 0.1322 0.2942 -0.02
S -1.68892 -1.26733 1.66936 -0.5745 -0.1843 0.1919 0.00
N -4.11970 -1.68468 0.76135 -0.1833 0.0808 -0.0645 0.01
H -7.31914 -1.93434 -0.10027 -0.0042 0.0018 -0.0093 0.00
H -6.39753 -2.88913 1.08724 0.0008 -0.0109 -0.0056 0.00
H -6.13716 -3.12937 -0.63815 0.0018 -0.0205 -0.0024 0.00
H -6.31049 0.17706 -0.95998 -0.0108 -0.0022 -0.0109 0.00
H -4.35040 1.70800 -0.92889 0.0015 0.0101 0.0035 0.00
Se -0.44465 -2.33676 -1.42035 -0.4002 0.5135 -0.0961 -0.15
C -0.56342 -4.03310 -0.49399 0.3065 0.3206 -0.0605 0.00
C -1.72732 -4.44382 0.12088 -0.0895 -0.1843 0.0447 0.00
C -1.71596 -5.72270 0.66539 -0.2075 -0.1070 0.1328 0.00
N -0.67200 -6.55087 0.63264 0.0015 0.4766 -0.2113 0.00
C 0.42022 -6.11212 0.02134 0.2608 -0.1571 -0.0232 0.00
C 0.54459 -4.85155 -0.56720 -0.0543 -0.2719 0.1717 -0.01
H -2.61374 -3.82591 0.18506 0.0005 -0.0027 0.0206 0.01
H -2.60244 -6.10197 1.15671 -0.0637 0.0033 0.0242 0.00
H 1.26080 -6.79277 -0.00119 0.0607 -0.0461 -0.0154 0.00
H 1.46280 -4.55745 -1.05611 0.0138 -0.0194 0.0191 0.00
```
Positions in Å, forces in eV/Å.

Summary:
Max |F| = 0.0249 Eh/bohr
Charge = +2
Spin multiplicity = 2
DFT total energy = -3770.322757 hartree
Frontier orbital gap (alpha / beta) = 6.2 / 6.2 eV
Relative energy (zero: lowest compared OMol25 entry of this formula, charge and spin) = 0.0 kJ/mol


Record 3
Entry from the OMol25 dataset: C12H15NO5Pb as an isolated structure (ωB97M-V/def2-TZVPD).

XYZ file:
```
34
Properties=species:S:1:pos:R:3:forces:R:3:mulliken_charge:R:1
Pb -0.26160 2.10875 -1.67602 -0.8824 0.7725 1.4510 1.36
C 1.05066 0.08628 -2.37157 2.8633 -3.8778 -1.1558 0.10
O 1.74124 -0.77107 -2.69006 -2.2861 2.7195 1.1539 -0.07
C 0.47564 1.72211 -4.38017 1.6301 -1.8605 -3.5675 0.21
O 0.93447 1.16435 -5.27491 -1.6657 2.1028 3.0286 -0.10
C 2.35873 2.44983 -1.38843 4.5222 -0.7689 0.3686 0.23
O 3.47667 2.21174 -1.30180 -3.6883 0.9167 -0.2360 -0.08
C -2.01365 0.26408 -2.38988 -2.4320 -3.9133 -1.2989 0.22
O -2.58355 -0.68953 -2.67991 1.9082 3.3831 1.0458 -0.09
C -1.87894 4.98226 -0.97880 0.0374 -0.1216 0.0881 -0.67
H -2.77987 4.51273 -0.56027 0.3318 0.2259 -0.2628 0.34
H -1.14681 5.34274 -0.24309 -0.2754 -0.0851 -0.3819 0.34
C -1.72255 5.17691 -2.29476 0.0631 -0.1012 -0.0780 -0.54
H -0.85261 5.70298 -2.70838 -0.3340 -0.1671 0.2572 0.31
H -2.48461 4.87457 -3.02455 0.2372 0.1225 0.3682 0.31
O -0.04129 0.57890 0.31763 -0.1291 0.1294 -0.7676 -0.57
C -0.10565 -0.49646 1.00050 0.3723 0.2928 0.7432 0.27
C -0.46954 -1.84185 0.38789 -0.2194 1.0066 0.2630 -0.18
C 0.63691 -2.87369 0.51061 0.2036 -0.8602 0.1963 -0.69
C 0.60455 -3.57758 1.88050 0.3559 0.0308 -0.2959 -0.71
C 1.04084 -2.67595 3.02827 0.0212 -0.0768 0.1543 -0.55
C 0.08481 -1.51310 3.28590 0.0556 -0.3513 0.3659 -0.76
N 0.20606 -0.42141 2.29971 -0.4857 0.1696 -0.6781 -0.10
H -1.37399 -2.19570 0.90517 0.1351 -0.0085 -0.1691 0.48
H -0.73521 -1.67560 -0.65728 -0.0099 0.1142 0.0598 -0.12
H 0.46453 -3.63452 -0.26173 0.0850 0.1907 0.1103 0.38
H 1.63175 -2.43828 0.32100 -0.2885 -0.0644 0.0362 0.32
H -0.43343 -3.91199 2.06045 0.4418 -0.1303 -0.0205 0.30
H 1.27138 -4.45609 1.85422 -0.4087 0.2681 -0.0281 0.35
H 1.10352 -3.29745 3.93545 -0.0654 0.3657 -0.1782 0.35
H 2.04152 -2.25537 2.85569 -0.1121 -0.2172 0.0054 0.30
H -0.95284 -1.87914 3.32184 0.2048 0.2212 -0.0624 0.31
H 0.31324 -1.09773 4.27229 -0.1285 0.1693 -0.3054 0.41
H 0.39964 0.52429 2.64449 -0.0576 -0.5973 -0.2095 0.34
```
Positions in Å, forces in eV/Å.

Summary:
Max |F| = 0.0964 Eh/bohr
Charge = +2
Spin multiplicity = 1
DFT total energy = -1089.425791 hartree
Frontier orbital gap = 8.1 eV
Relative energy (zero: lowest compared OMol25 entry of this formula, charge and spin) = 20.3 kJ/mol


Record 4
Entry from the OMol25 dataset: an isolated ion of composition C12H15O2 and charge +1 (ωB97M-V/def2-TZVPD).

XYZ file:
```
29
Properties=species:S:1:pos:R:3:forces:R:3:mulliken_charge:R:1
C 2.82620 3.29300 -0.56377 1.4161 2.3203 -1.0412 -0.34
C 3.29276 2.38783 -1.54075 -0.6596 1.4246 2.0334 -0.46
C 1.70756 3.07027 0.15911 -0.3834 -1.6291 -0.0253 -0.81
C 2.62453 1.17820 -1.61405 1.8224 -0.1210 -1.4189 -0.56
C 1.07151 1.80365 0.07387 1.6692 0.5704 0.0509 0.99
C 1.67815 0.85959 -0.73843 -2.0484 0.1280 1.0245 -0.13
C -0.07968 1.55057 0.81025 -2.2946 -0.2196 0.1468 0.60
C -0.72163 -0.43142 -0.38293 2.4108 -1.0997 -3.7162 -0.38
C -1.45335 -2.71746 -1.40839 -1.1165 1.3835 0.9136 -1.40
C 0.00545 -2.61146 0.58381 3.5627 0.8527 1.5544 -1.49
C -1.74381 2.18117 2.45837 1.1750 -1.1912 1.4375 -0.61
C -1.08295 -1.86473 -0.13848 -0.2251 -0.5208 0.2979 0.77
O -0.85072 0.53128 0.50819 -0.8061 0.2235 2.1593 -0.28
O -0.55825 2.37756 1.68683 1.7629 0.6883 -1.3559 -0.34
H 3.31645 4.32688 -0.51496 -0.7096 -1.7147 0.0556 0.31
H 4.16069 2.79361 -2.03194 0.1290 -0.8977 -0.8543 0.40
H 1.26909 3.78545 0.77851 -0.4860 1.1991 0.8722 0.52
H 2.90525 0.46062 -2.32885 0.5621 -0.8721 -0.9058 0.47
H -0.05242 -0.20612 -1.29987 -1.4081 -0.0039 1.3508 0.41
H -0.63480 -2.74139 -2.10964 0.3010 0.1170 -0.2477 0.36
H -2.34854 -2.25539 -1.87135 0.5006 -0.5628 -0.0302 0.36
H -1.66583 -3.75153 -1.09841 -0.0365 0.4875 -0.0646 0.41
H 0.24821 -2.09822 1.59083 -0.3349 -0.9157 -1.4237 0.30
H 1.00912 -2.71795 0.05533 -1.2079 0.6723 0.2256 0.30
H -0.20807 -3.64392 0.77037 -0.8056 -0.4742 0.3097 0.46
H -1.89990 3.10809 3.02390 0.0791 -0.3825 -0.3157 0.25
H -1.38557 1.34952 3.13894 -1.4563 0.7926 -0.4399 0.32
H -2.55043 1.95627 1.79422 -0.6452 -0.3513 -0.0405 0.30
H -1.83731 -1.87363 0.65309 -0.7670 0.0968 -0.5525 0.25
```
Positions in Å, forces in eV/Å.

Summary:
Max |F| = 0.0888 Eh/bohr
Charge = +1
Spin multiplicity = 1
DFT total energy = -616.287061 hartree
Frontier orbital gap (alpha / beta) = 7.2 / 8.1 eV
Relative energy (zero: lowest compared OMol25 entry of this formula, charge and spin) = 427.7 kJ/mol


Which of these has the highest max |F|? C12H15NO5Pb


The highest max |F| belongs to which entry? C12H15NO5Pb


Copy entry 1 word for word.
Entry from the OMol25 dataset: the molecule C12H15N3O3S (ωB97M-V/def2-TZVPD).

XYZ file:
```
34
Properties=species:S:1:pos:R:3:forces:R:3:mulliken_charge:R:1
O -3.01573 0.95787 -0.42662 0.1900 -0.1230 0.1997 -0.75
S -1.79774 0.60841 -1.10003 -0.0332 0.0492 0.1449 1.35
O -1.76678 0.59631 -2.52922 0.3507 -0.0779 0.0432 -0.69
N -0.59830 1.57629 -0.55034 -0.8189 -0.7136 -0.4500 0.13
C -0.66019 2.02104 0.81539 -0.2971 -0.1453 0.8099 -1.12
H -1.72239 2.05823 1.06693 0.1818 0.2265 0.1390 0.46
C 0.06073 1.07903 1.78551 0.1964 0.3155 -0.0002 -0.19
H -0.25244 0.05463 1.56918 -0.0277 -0.0024 0.0868 0.13
C 1.58248 1.17837 1.71592 -0.1545 -0.2889 -0.0901 -0.91
C 2.16293 0.91100 0.32769 0.1100 0.2213 0.1521 -0.19
C 1.86001 2.02142 -0.67915 -0.2126 -0.2570 0.0302 -0.77
H 2.63571 2.03520 -1.44668 -0.0376 0.1039 -0.0335 0.38
C 0.52857 1.86073 -1.41162 0.4222 0.2255 -0.6876 -0.56
H 0.58944 1.03254 -2.11973 0.2017 0.2288 -0.0388 0.47
H 0.32385 2.77753 -1.98127 0.0556 -0.1423 -0.0040 0.22
H 1.89197 2.98560 -0.16804 0.0693 0.0811 -0.0295 0.37
H 1.78836 -0.03667 -0.05885 0.0826 -0.1000 0.0086 -0.05
H 3.24669 0.81993 0.42947 -0.0130 -0.0717 -0.0452 0.37
H 2.00667 0.45841 2.42029 0.0356 0.0653 0.0469 0.39
H 1.89131 2.17470 2.04181 0.0546 0.0451 0.0646 0.34
H -0.26072 1.31683 2.80174 -0.0667 -0.0448 0.0342 0.38
H -0.25101 3.03177 0.88864 -0.0757 0.0164 -0.0688 0.44
C -1.40215 -1.06585 -0.55484 -0.8472 0.7830 0.0534 -0.52
C -2.24413 -1.72960 0.28488 0.1198 0.6886 -0.3497 -0.01
C -2.01713 -3.07104 0.68863 0.4409 -0.6528 -0.0433 -0.62
C -0.94463 -3.78658 0.24547 -0.4228 -0.1473 0.3459 -0.72
C -0.05056 -3.13189 -0.62491 0.4793 1.3032 -0.8026 0.80
N 1.06752 -3.52644 -1.20433 -0.4234 -0.8460 0.6196 -0.53
O 1.50726 -2.49130 -1.90718 0.2539 0.0044 -0.1456 -0.08
N 0.72638 -1.41792 -1.81706 -0.7448 0.7500 0.0401 -0.38
C -0.27460 -1.75843 -1.02785 1.1189 -1.3378 -0.2194 0.48
H -0.76514 -4.80984 0.53046 -0.0480 -0.1192 0.0934 0.43
H -2.73016 -3.52873 1.35701 -0.0357 -0.0641 0.0490 0.41
H -3.11610 -1.20156 0.63875 -0.1045 0.0259 0.0469 0.53
```
Positions in Å, forces in eV/Å.

Summary:
Max |F| = 0.0342 Eh/bohr
SMILES = O=S(=O)(c1cccc2nonc12)N1CCCCCC1
Spin multiplicity = 1
DFT total energy = -1254.343769 hartree
Frontier orbital gap = 8.3 eV
Relative energy (zero: lowest compared OMol25 entry of this formula, charge and spin) = 490.1 kJ/mol


DFT total energy of number 3 (C12H15NO5Pb)? -1089.425791 hartree